Record 1
Molecular formula: C5H10O2
Method: DFT, wB97M-V/def2-TZVPD

```
17
Properties=species:S:1:pos:R:3:forces:R:3
C 1.471856 -0.288258 -1.128140 -0.042 -0.036 0.001
C 0.893543 0.525620 0.023912 0.112 -0.216 0.096
O 0.330838 1.728878 -0.460513 0.006 0.032 -0.042
C -0.963361 1.942804 0.107961 -0.237 0.060 0.062
C -1.267875 0.696586 0.896665 0.044 -0.176 -0.179
C -0.233487 -0.130112 0.788563 -0.024 0.370 0.070
O -0.063014 -1.350379 1.360821 0.141 0.137 -0.106
H 2.230414 0.299994 -1.654522 -0.153 -0.092 0.088
H 0.682603 -0.567679 -1.833118 0.099 0.068 0.073
H 1.962855 -1.203749 -0.770015 -0.060 0.145 -0.018
H 1.697207 0.748832 0.747330 0.012 0.019 -0.126
H -1.673594 2.109801 -0.714357 0.064 -0.037 0.145
H -0.957032 2.858363 0.719753 0.072 -0.191 -0.023
H -2.195414 0.525541 1.432956 0.193 -0.010 -0.115
H 0.658715 -1.797073 0.896165 -0.147 0.023 0.190
H -1.289665 -3.062923 -0.572404 -0.045 -0.096 -0.433
H -1.284590 -3.036245 0.158943 -0.037 0.000 0.316
```
Positions in Å, forces in eV/Å.

Calculated values
Energy above the lowest of the compared OMol25 structures with the same formula, charge and spin in kcal per mole: 64.4
Kohn-Sham gap in eV: 9.59
Structure (SMILES): C[C@H]1OCC=C1O.[H][H]
Calculated total energy in hartree: -346.9228
Multiplicity: 1

=====

Record 2
Molecular formula: C5H10O2
Method: DFT, wB97M-V/def2-TZVPD

```
17
Properties=species:S:1:pos:R:3:forces:R:3
C 1.313068 1.055885 1.383914 0.325 -0.132 0.245
C 1.637593 0.123795 0.483454 0.240 0.088 0.332
O 0.815044 -0.714259 -0.185637 0.108 -0.037 0.435
C -0.514501 -0.589821 0.250232 -0.208 -0.038 0.097
C -1.375509 -1.563229 -0.526378 -0.060 -0.090 -0.061
C -1.108904 0.811225 0.050166 -0.365 -0.318 0.304
O -0.846376 1.577184 -0.827438 -0.082 0.049 -0.117
H 0.426953 1.123780 2.009689 -0.213 0.151 -0.721
H 2.060993 1.810619 1.562867 0.343 -0.231 0.521
H 2.680152 -0.088984 0.277454 -0.087 0.423 -0.670
H -0.521494 -0.841451 1.319063 -0.320 0.157 -0.004
H -0.974311 -2.571057 -0.408135 -0.090 0.058 -0.041
H -1.370082 -1.288070 -1.584379 -0.036 -0.098 0.102
H -2.401721 -1.540526 -0.147132 0.104 -0.037 -0.118
H -1.938195 1.024093 0.762536 0.068 0.019 0.022
H 1.405813 0.820777 -2.308255 -0.234 0.050 -0.198
H 0.669688 0.956455 -2.246647 0.509 -0.014 -0.126
```
Positions in Å, forces in eV/Å.

Calculated values
Energy above the lowest of the compared OMol25 structures with the same formula, charge and spin in kcal per mole: 84.8
Kohn-Sham gap in eV: 9.91
Structure (SMILES): C=CO[C@H](C)C=O.[H][H]
Calculated total energy in hartree: -346.8903
Multiplicity: 1

=====

Record 3
Molecular formula: C5H10O2
Method: DFT, wB97M-V/def2-TZVPD

```
17
Properties=species:S:1:pos:R:3:forces:R:3
C -2.098695 -0.357189 -0.251523 -0.024 0.003 -0.010
C -0.810362 0.243235 0.268931 -0.122 0.094 -0.144
O -0.161532 -0.711844 1.108145 -0.050 -0.080 0.007
C 1.242120 -0.464145 1.119741 0.298 -0.017 0.043
C 1.507436 0.640995 0.082480 0.034 0.048 -0.005
C 0.250790 0.577988 -0.787151 -0.050 0.267 0.123
O 0.354403 -0.410201 -1.793709 0.054 -0.250 0.080
H -2.721623 -0.690705 0.583257 0.083 0.070 -0.101
H -1.886695 -1.214299 -0.895273 -0.046 0.104 0.082
H -2.658359 0.382675 -0.833384 0.085 -0.093 0.080
H -1.028901 1.157592 0.848090 0.058 -0.117 -0.083
H 1.751234 -1.401596 0.860331 -0.044 0.128 0.051
H 1.565722 -0.179469 2.127788 -0.061 -0.007 -0.127
H 1.587449 1.621751 0.562226 -0.047 -0.129 -0.040
H 2.412810 0.473961 -0.506623 -0.131 0.010 0.082
H 0.037549 1.514194 -1.309356 0.026 -0.089 0.101
H 0.526629 -1.253533 -1.352472 -0.064 0.060 -0.138
```
Positions in Å, forces in eV/Å.

Calculated values
Energy above the lowest of the compared OMol25 structures with the same formula, charge and spin in kcal per mole: 29.0
Kohn-Sham gap in eV: 10.61
Structure (SMILES): C[C@H]1OCC[C@H]1O
Calculated total energy in hartree: -346.9793
Multiplicity: 1

=====

Record 4
Molecular formula: C5H10O2
Method: DFT, wB97M-V/def2-TZVPD

```
17
Properties=species:S:1:pos:R:3:forces:R:3
C -1.078618 -1.461188 0.345620 -0.004 -0.015 0.027
C -0.716090 -0.014334 0.016885 1.327 -0.510 0.093
C 0.820660 -0.031751 -0.723633 -1.607 0.027 -0.247
C 1.722091 0.238244 0.377327 1.296 -0.105 0.108
O 2.555568 1.341851 0.374701 -0.332 -0.261 -0.145
C -1.763599 0.745930 -0.539847 -1.365 0.458 -1.524
O -0.506272 0.786173 1.143635 2.039 -0.284 1.113
H -1.299695 -2.019598 -0.572505 0.057 0.088 0.137
H -0.254077 -1.959926 0.866582 -0.100 0.082 -0.070
H -1.958226 -1.488440 0.996398 0.119 0.020 -0.089
H 0.843316 0.754358 -1.484638 0.001 -0.115 0.045
H 0.920536 -1.014036 -1.186862 0.159 0.144 0.001
H 2.203730 -0.593346 0.888300 -0.082 0.146 0.039
H 0.632889 0.610715 1.252209 -1.663 0.418 0.397
H 2.223438 1.982778 -0.267256 0.013 -0.031 0.083
H -2.728604 0.313414 -0.797072 0.179 0.084 0.008
H -1.617046 1.809151 -0.689848 -0.037 -0.146 0.025
```
Positions in Å, forces in eV/Å.

Calculated values
Energy above the lowest of the compared OMol25 structures with the same formula, charge and spin in kcal per mole: 128.7
Kohn-Sham gap (alpha / beta) in eV: 8.45 / 7.60
Calculated total energy in hartree: -346.8203
Multiplicity: 1

=====

Record 5
Molecular formula: C5H10O2
Method: DFT, wB97M-V/def2-TZVPD

```
17
Properties=species:S:1:pos:R:3:forces:R:3
C -1.085981 2.248456 -0.327419 -0.118 0.211 -0.055
O -0.268263 1.138952 -0.042168 0.045 -0.051 0.018
C -0.768211 -0.061484 -0.604247 -0.103 -0.156 -0.089
C -0.021752 -1.270971 -0.092842 -0.151 -0.113 0.054
C 1.467345 -1.441389 -0.280556 0.185 -0.011 -0.098
C 0.902550 -1.267746 1.100495 -0.016 -0.372 0.014
O 1.175066 -0.136426 1.858041 -0.085 0.226 -0.013
H -1.098535 2.467713 -1.405044 0.010 -0.038 0.142
H -0.673340 3.104104 0.210648 -0.064 -0.091 -0.104
H -2.120078 2.074632 0.008077 0.179 0.026 -0.041
H -1.835748 -0.162557 -0.351536 0.140 0.040 0.016
H -0.693707 -0.009971 -1.703179 -0.042 0.023 0.123
H -0.623490 -2.172430 -0.204124 0.145 0.125 0.012
H 1.850907 -2.410310 -0.589754 -0.073 0.154 0.064
H 2.009449 -0.588404 -0.682405 -0.109 -0.068 0.099
H 0.875770 -2.149941 1.740455 -0.022 0.158 -0.207
H 0.756163 0.615212 1.411008 0.077 -0.063 0.066
```
Positions in Å, forces in eV/Å.

Calculated values
Energy above the lowest of the compared OMol25 structures with the same formula, charge and spin in kcal per mole: 59.9
Kohn-Sham gap in eV: 10.10
Structure (SMILES): COC[C@H]1C[C@H]1O
Calculated total energy in hartree: -346.9299
Multiplicity: 1

=====

Record 6
Molecular formula: C5H10O2
Method: DFT, wB97M-V/def2-TZVPD

```
17
Properties=species:S:1:pos:R:3:forces:R:3
C -1.027721 1.595266 -2.361628 0.335 -1.339 0.661
C -0.369513 0.670386 -1.646171 2.606 1.093 -3.193
C -0.725201 0.170370 -0.341259 1.474 -1.172 3.101
C -0.643568 -1.394666 -0.254305 -1.887 -0.034 -0.188
C 0.391473 -1.823629 0.710113 -3.099 -1.777 0.255
O 1.444811 -1.329485 0.753068 3.509 1.110 0.660
H -0.745397 2.190246 -3.209382 0.537 -0.465 -0.392
H -2.042855 1.611922 -2.119697 -1.673 1.084 0.716
H 0.623351 0.282255 -2.119198 -1.385 0.839 1.364
H -1.674008 0.485677 0.072713 -0.333 0.353 -0.367
H 0.076011 0.550461 0.481687 -1.813 -0.712 -2.170
H -0.347703 -1.780816 -1.260395 -0.510 -0.045 0.734
H -1.629130 -1.864802 0.132496 1.375 0.768 -1.171
H 0.013889 -2.633793 1.402621 0.760 0.210 -0.107
O 0.764762 1.687863 2.456482 -5.202 3.901 0.724
H 0.936721 1.868942 1.578460 0.610 0.702 -2.747
H 1.359724 1.116512 2.723795 4.697 -4.518 2.119
```
Positions in Å, forces in eV/Å.

Calculated values
Energy above the lowest of the compared OMol25 structures with the same formula, charge and spin in kcal per mole: 80.5
Kohn-Sham gap in eV: 10.31
Structure (SMILES): C=CCCC=O.O
Calculated total energy in hartree: -346.8971
Multiplicity: 1